The following is a DFT calculation (wB97M-V/def2-TZVPD) of 15 unconnected molecules or ions with the total composition C20H70O25.

Bonds (Å) are listed after each position.
Geometry (Å):
1 C -7.0104 -8.1371 -2.0602  O16 1.374, C50 1.520, H67 1.108, H98 1.067
2 O -8.8941 -10.5440 -6.3133  H28 0.998, C58 1.432
3 C -9.1200 -10.3634 1.3040  C13 1.561, H71 1.153, H103 1.077, O113 1.430
4 H -8.9607 -5.0925 2.1277  C61 1.099
5 H -12.6685 -11.8998 -3.0447  C74 1.010
6 H -5.4557 -13.4763 -0.9454  O33 0.883
7 H -9.8908 -12.3785 -4.6322  C36 1.038
8 O -8.1421 -8.9282 4.6555  H48 0.922, H106 0.921
9 H -13.4949 -12.1064 3.7860  O12 0.999
10 H -10.6352 -12.8198 -2.0747  O15 0.946
11 H -10.4122 -6.2969 0.1015  C104 1.107
12 O -14.0616 -12.8712 4.0888  H9 0.999, C85 1.447
13 C -9.4159 -11.5757 2.2414  C3 1.561, H29 1.075, H76 1.067, O91 1.396
14 H -12.3274 -7.9503 0.5564  O52 0.949
15 O -11.4782 -13.2451 -2.1390  H10 0.946, C74 1.417
16 O -6.0425 -8.2247 -3.0318  C1 1.374, H37 0.958
17 H -12.7795 -5.3697 -1.0097  C97 1.106
18 H -5.0170 -13.7230 4.0550  C65 1.122
19 H -11.6953 -13.9572 0.8792  O35 0.928
20 C -13.7441 -6.9317 -0.1457  H45 1.030, O52 1.404, H75 1.040, C97 1.515
21 H -6.9245 -13.1998 7.3134  C115 1.115
22 O -11.9157 -13.4406 5.9187  H30 0.992, C95 1.385
23 H -9.8323 -12.7544 0.9318  O91 0.966
24 H -11.6308 -11.5552 1.9318  O102 0.965
25 H -11.7444 -12.5400 4.1702  C95 1.105
26 H -13.4638 -6.3362 -2.2659  C97 1.130
27 H -9.8294 -8.6518 4.7721  O68 0.918
28 H -8.0921 -10.1715 -6.7762  O2 0.998
29 H -9.8209 -11.1296 3.1316  C13 1.075
30 H -11.3121 -12.7250 6.2478  O22 0.992
31 O -9.0572 -7.0941 2.4744  C61 1.411, H101 0.949
32 H -13.4763 -12.9138 -1.9137  C74 1.084
33 O -5.8532 -14.2562 -1.0596  H6 0.883, C56 1.407
34 H -7.4329 -12.6111 0.3524  C72 1.146
35 O -12.4351 -14.0588 0.3277  H19 0.928, H96 0.983
36 C -9.5181 -11.5301 -4.1635  H7 1.038, O49 1.354, C58 1.494, H100 1.034
37 H -5.3055 -7.8282 -2.5663  O16 0.958
38 O -5.8299 -10.4921 3.6009  H46 0.967, C89 1.375
39 H -4.0843 -12.8683 2.2547  O78 0.929
40 H -12.3742 -11.5416 -0.1872  C55 1.049
41 H -6.3758 -10.3968 -2.3857  O51 0.925
42 H -12.1823 -10.2046 2.3316  O102 0.944
43 H -11.1706 -14.2461 4.1432  C95 1.115
44 H -8.5568 -11.1235 -2.5539  O49 0.974
45 H -13.7228 -6.4620 0.7704  C20 1.030
46 H -5.4338 -10.2655 2.7481  O38 0.967
47 H -6.3461 -12.1381 2.5922  C89 1.157
48 H -7.6824 -9.3891 4.0032  O8 0.922
49 O -8.9539 -11.8994 -2.9897  C36 1.354, H44 0.974
50 C -6.5288 -9.1437 -1.0282  C1 1.520, O51 1.419, H60 1.119, H70 1.136
51 O -6.7205 -10.4576 -1.5291  H41 0.925, C50 1.419
52 O -12.5500 -7.6497 -0.3158  H14 0.949, C20 1.404
53 H -6.6906 -12.0635 4.4596  C89 1.043
54 H -7.6107 -11.5135 -5.0649  C58 1.063
55 C -12.3526 -11.1909 -1.1754  H40 1.049, C74 1.531, H77 1.095, O112 1.431
56 C -7.1956 -14.0481 -1.4255  O33 1.407, H59 1.064, C72 1.537, H83 1.125
57 H -9.2144 -13.0110 5.0754  C111 1.048
58 C -8.4589 -10.8769 -4.9904  O2 1.432, C36 1.494, H54 1.063, H107 1.099
59 H -7.7674 -14.8736 -1.7777  C56 1.064
60 H -7.0422 -9.0832 -0.0355  C50 1.119
61 C -8.7423 -6.0316 1.6005  H4 1.099, O31 1.411, C104 1.508, H108 1.036
62 O -12.0399 -8.3720 2.2611  H66 1.005, H109 0.970
63 H -13.2676 -14.3525 2.9074  C85 1.099
64 H -9.4159 -11.9070 7.5579  O110 0.930
65 C -4.7854 -12.6252 4.0532  H18 1.122, O78 1.402, H86 1.060, C89 1.527
66 H -11.2820 -8.1538 2.8846  O62 1.005
67 H -7.0953 -7.0720 -1.7676  C1 1.108
68 O -10.7419 -8.5882 4.8504  H27 0.918, H73 0.974
69 H -8.9811 -6.9466 -0.4112  C104 1.121
70 H -5.4271 -8.9254 -0.8606  C50 1.136
71 H -10.0383 -9.6739 1.1997  C3 1.153
72 C -7.8867 -13.5345 -0.1527  H34 1.146, C56 1.537, H84 1.058, O92 1.412
73 H -11.0407 -7.6990 5.1111  O68 0.974
74 C -12.5791 -12.3527 -2.1461  H5 1.010, O15 1.417, H32 1.084, C55 1.531
75 H -14.6027 -7.5120 -0.0611  C20 1.040
76 H -8.4789 -11.9924 2.5364  C13 1.067
77 H -11.3920 -10.6833 -1.3136  C55 1.095
78 O -3.8656 -12.3924 3.0217  H39 0.929, C65 1.402
79 H -8.8273 -14.3227 7.7356  O94 0.944
80 H -8.3133 -8.7383 2.0401  O113 0.945
81 O -14.8002 -4.9816 -1.2110  H93 0.945, C97 1.419
82 H -9.5625 -14.1124 -0.8008  O92 0.954
83 H -7.1871 -13.2689 -2.2372  C56 1.125
84 H -7.9448 -14.2258 0.6463  C72 1.058
85 C -13.3260 -14.1119 3.9786  O12 1.447, H63 1.099, H87 1.080, C95 1.581
86 H -4.3332 -12.3508 4.9721  C65 1.060
87 H -13.7486 -14.9342 4.5372  C85 1.080
88 H -9.2207 -5.0556 -1.4066  O99 0.938
89 C -6.0430 -11.8490 3.6707  O38 1.375, H47 1.157, H53 1.043, C65 1.527
90 H -8.3842 -11.7494 5.8315  C111 1.056
91 O -10.2911 -12.5493 1.7565  C13 1.396, H23 0.966
92 O -9.2099 -13.2590 -0.5616  C72 1.412, H82 0.954
93 H -15.2182 -5.1700 -0.3846  O81 0.945
94 O -8.2151 -14.7195 7.1357  H79 0.944, C115 1.463
95 C -11.9545 -13.5596 4.5393  O22 1.385, H25 1.105, H43 1.115, C85 1.581
96 H -12.2096 -13.8190 -0.5982  O35 0.983
97 C -13.7190 -5.8996 -1.2551  H17 1.106, C20 1.515, H26 1.130, O81 1.419
98 H -8.0209 -8.2326 -2.3892  C1 1.067
99 O -9.1530 -4.9270 -0.4803  H88 0.938, C104 1.360
100 H -10.2415 -10.8531 -3.8679  C36 1.034
101 H -8.7078 -6.9227 3.3396  O31 0.949
102 O -12.4314 -11.1103 2.2363  H24 0.965, H42 0.944
103 H -8.8857 -10.5867 0.2767  C3 1.077
104 C -9.3315 -6.0840 0.2128  H11 1.107, C61 1.508, H69 1.121, O99 1.360
105 H -13.5704 -9.5496 -0.9086  O112 0.956
106 H -7.6593 -8.7897 5.4272  O8 0.921
107 H -8.0750 -9.9967 -4.4561  C58 1.099
108 H -7.7139 -6.0311 1.4750  C61 1.036
109 H -12.9144 -8.2717 2.6681  O62 0.970
110 O -9.7174 -12.6174 7.0383  H64 0.930, C111 1.426
111 C -8.7691 -12.7212 5.9789  H57 1.048, H90 1.056, O110 1.426, C115 1.561
112 O -13.3102 -10.1995 -1.5593  C55 1.431, H105 0.956
113 O -8.0891 -9.6551 1.9980  C3 1.430, H80 0.945
114 H -6.8860 -13.8230 5.6248  C115 1.125
115 C -7.5679 -13.5792 6.4862  H21 1.115, O94 1.463, C111 1.561, H114 1.125

Values from the calculation:
LUMO energy	-0.41	eV
ΔE to the lowest compared entry with this formula, charge and spin	138.7	kcal per mole
gap between HOMO and LUMO	7.967	eV
DFT total energy	-73053.364	eV

Here are the Mulliken charges for atoms 1 to 2, given in e: number 1, C, carries -0.7771; number 2, O, carries -0.5738

=====

The following is a DFT calculation (wB97M-V/def2-TZVPD) of 27 unconnected molecules or ions with the total composition C20H77N2O33P.

Bonds (Å) are listed after each position.
Geometry (Å):
1 H 1.8205 -4.3609 0.0136  C17 1.146
2 C 3.3365 -0.4460 3.5660  H58 1.142, C75 1.567, C104 1.579
3 H 4.9580 -2.1116 -2.6801  O124 0.965
4 H -3.8039 0.1066 -0.7105  C110 1.159
5 H -0.0038 -3.0425 6.6608  O123 0.966
6 H -5.3778 3.9829 3.0174  O132 0.965
7 H 0.5239 -0.2772 10.1455  O20 0.967
8 O 7.9042 -10.0450 -6.8218  H79 0.966, H120 0.965
9 O 4.6436 -7.5431 -6.3011  H38 0.966, H131 0.967
10 O -7.9794 5.8766 2.9989  H42 0.966, H77 0.965
11 H 1.3753 -6.8330 -3.5847  C15 1.144
12 H -2.8288 0.4876 0.8447  C110 1.145
13 H -0.5436 0.6512 2.3637  O25 0.967
14 H -4.8410 2.1313 0.0556  C29 1.159
15 C 2.0276 -6.2725 -2.8310  H11 1.144, O26 1.478, C63 1.617, H111 1.144
16 O -10.3332 9.8799 3.9850  H55 0.965, H74 0.966
17 C 1.5758 -4.2431 -1.1002  H1 1.146, H62 1.152, C63 1.636, C86 1.598
18 O -3.3901 2.4295 -3.4015  H76 0.969, H89 0.968
19 H -5.1003 4.5971 -1.6253  O101 0.966
20 O 1.3449 0.0458 9.7495  H7 0.967, H66 0.965
21 H -1.9700 7.3948 -0.9247  O43 0.965
22 O 1.8597 -6.1486 -6.2453  H54 0.964, H108 0.963
23 C -0.2504 -0.7632 -2.2405  P68 1.880, C71 1.619, C90 1.443
24 H -6.4506 4.8419 2.3580  O132 0.969
25 O -0.6376 1.6089 2.4589  H13 0.967, H52 0.968
26 O 2.8378 -7.3026 -2.1487  C15 1.478, H94 0.987
27 C -1.8186 -1.9572 -0.5851  O50 1.252, C90 1.591, C103 1.623
28 H 1.4038 2.4356 1.4106  O49 0.968
29 C -3.7338 2.2854 -0.2500  H14 1.159, C57 1.615, C110 1.612, H133 1.145
30 H -0.8359 2.9077 0.2533  C126 1.155
31 O 0.5665 -2.6785 -3.6898  C71 1.259
32 H 8.1019 -7.7714 -7.5320  O105 0.967
33 H -1.1524 4.6183 0.8383  C126 1.142
34 O -1.2616 -1.5050 10.0872  H44 0.965, H73 0.968
35 H 3.2834 3.2775 -3.6452  O109 0.965
36 H -11.0758 7.7255 1.8916  O85 0.965
37 H 6.9000 -6.9501 -7.0822  O105 0.967
38 H 4.8388 -8.0567 -5.5063  O9 0.966
39 H 6.1466 -6.6985 -3.1434  O91 0.965
40 H -9.3222 9.0411 1.7100  O78 0.966
41 H 4.9115 -7.2209 -2.4176  O91 0.969
42 H -8.1261 6.7836 3.2978  O10 0.966
43 O -1.4878 6.7433 -0.4000  H21 0.965, H127 0.965
44 H -1.6991 -2.3262 10.3430  O34 0.965
45 H 2.0612 -2.2357 0.5606  C117 1.139
46 H -12.4446 8.0002 1.2860  O85 0.965
47 H -0.0141 -1.6357 4.7575  C67 1.159
48 H -2.7018 2.5132 1.7153  C57 1.152
49 O 2.2201 2.7622 1.0064  H28 0.968, H88 0.965
50 O -2.9998 -2.2845 -0.3286  C27 1.252
51 H 7.6068 3.2339 1.5672  O70 0.965
52 H -0.0228 1.8340 3.1713  O25 0.968
53 H -2.0293 1.1202 -1.9654  N121 1.045
54 H 1.7012 -5.2531 -5.9269  O22 0.964
55 H -9.8943 9.0235 4.0614  O16 0.965
56 H -3.6993 4.0238 1.1925  C57 1.144
57 C -2.9785 3.2085 0.8396  C29 1.615, H48 1.152, H56 1.144, C126 1.613
58 H 4.2626 0.1286 3.9065  C2 1.142
59 H -7.9540 8.7635 2.3165  O78 0.966
60 O 6.5454 0.8673 3.5005  H64 0.964, H84 0.965
61 C -0.4982 -2.9596 2.1304  O97 1.269, C106 1.584, O114 1.429
62 H 2.4453 -3.8194 -1.7264  C17 1.152
63 C 1.0235 -5.6489 -1.7278  C15 1.617, C17 1.636, H82 1.145, H93 1.157
64 H 7.3343 0.8537 4.0550  O60 0.964
65 O 1.3910 1.6039 -1.9944  P68 1.711, H87 0.991
66 H 2.0303 -0.2460 10.3626  O20 0.965
67 C 0.8438 -1.5161 3.9869  H47 1.159, C104 1.572, C106 1.578
68 P 0.5612 0.6628 -3.1584  C23 1.880, O65 1.711, N122 1.592, O130 1.728
69 H -6.3867 3.9828 -4.9409  O118 0.966
70 O 8.1068 2.5886 2.0825  H51 0.965, H107 0.966
71 C 0.2817 -2.2637 -2.5361  C23 1.619, O31 1.259, C86 1.621
72 H -1.4143 1.0968 -3.9712  N122 1.031
73 H -0.8011 -1.7311 9.2665  O34 0.968
74 H -11.2006 9.7352 4.3839  O16 0.966
75 C 3.2776 -1.0382 2.1162  C2 1.567, H96 1.146, C117 1.575
76 H -3.8717 3.0866 -3.9263  O18 0.969
77 H -8.8655 5.5519 2.7961  O10 0.965
78 O -8.8410 8.3886 2.2353  H40 0.966, H59 0.966
79 H 8.1305 -9.9546 -5.8875  O8 0.966
80 H 2.4951 0.7323 -4.2290  O130 0.995
81 H 3.5796 -1.8426 -3.2690  O124 0.967
82 H 0.7309 -6.3875 -0.9034  C63 1.145
83 H 10.3424 1.3173 4.0341  O100 0.965
84 H 6.8942 0.8576 2.6009  O60 0.965
85 O -11.9616 7.3501 1.8110  H36 0.965, H46 0.965
86 C 0.3678 -3.2037 -1.2180  C17 1.598, C71 1.621, C103 1.437
87 H 0.9313 1.5699 -1.1176  O65 0.991
88 H 2.9111 2.4864 1.6213  O49 0.965
89 H -2.5008 2.8027 -3.3190  O18 0.968
90 C -1.3161 -0.6161 -1.2788  C23 1.443, C27 1.591, N121 1.463
91 O 5.7500 -7.5114 -2.8065  H39 0.965, H41 0.969
92 H -5.6874 3.8682 -6.2875  O118 0.965
93 H 0.0458 -5.3980 -2.2931  C63 1.157
94 H 2.2348 -8.0843 -2.1421  O26 0.987
95 H -0.7306 -4.2971 -5.6533  O112 0.967
96 H 4.1329 -0.8848 1.3697  C75 1.146
97 O -1.4853 -2.9024 2.9257  C61 1.269
98 H -1.1976 -2.2115 7.1115  O123 0.967
99 H 1.7805 3.2475 -3.8813  O109 0.966
100 O 10.2582 2.2733 4.1390  H83 0.965, H116 0.965
101 O -5.7064 4.3976 -2.3503  H19 0.966, H128 0.966
102 H 2.1585 -0.2564 5.5453  C104 1.141
103 C -0.6612 -3.0375 -0.2283  C27 1.623, C86 1.437, O114 1.431
104 C 2.0854 -0.6977 4.4957  C2 1.579, C67 1.572, H102 1.141
105 O 7.8564 -6.8914 -7.2163  H32 0.967, H37 0.967
106 C 0.7874 -2.1270 2.5331  C61 1.584, C67 1.578, C117 1.550
107 H 8.9897 2.9755 2.1498  O70 0.966
108 H 0.9793 -6.4824 -6.4467  O22 0.963
109 O 2.6049 3.5745 -4.2644  H35 0.965, H99 0.966
110 C -3.0389 0.8310 -0.2273  H4 1.159, H12 1.145, C29 1.612, N121 1.498
111 H 2.6685 -5.4801 -3.3497  C15 1.144
112 O -0.5737 -5.1958 -5.9736  H95 0.967, H125 0.966
113 H 1.7604 2.9254 5.4863  O129 0.965
114 O -0.6262 -3.8009 0.9819  C61 1.429, C103 1.431
115 H -1.7871 4.0408 -0.8780  C126 1.143
116 H 10.8736 2.4852 4.8519  O100 0.965
117 C 2.0182 -1.8506 1.6317  H45 1.139, C75 1.575, C106 1.550
118 O -5.5421 3.7413 -5.3420  H69 0.966, H92 0.965
119 H 1.2355 1.7512 4.6734  O129 0.965
120 H 7.3878 -10.8593 -6.8592  O8 0.965
121 N -1.7722 0.7503 -1.0228  H53 1.045, C90 1.463, C110 1.498
122 N -0.4627 1.4836 -4.0594  P68 1.592, H72 1.031
123 O -0.2434 -2.1578 6.9669  H5 0.966, H98 0.967
124 O 4.0769 -2.4976 -2.7596  H3 0.965, H81 0.967
125 H -1.4572 -5.5297 -6.1750  O112 0.966
126 C -1.6015 3.7715 0.2168  H30 1.155, H33 1.142, C57 1.613, H115 1.143
127 H -0.6019 7.1185 -0.3187  O43 0.965
128 H -5.6364 3.4402 -2.4559  O101 0.966
129 O 1.1453 2.7066 4.7754  H113 0.965, H119 0.965
130 O 1.7868 0.0334 -4.2017  P68 1.728, H80 0.995
131 H 3.7505 -7.2044 -6.1475  O9 0.967
132 O -5.5609 4.4851 2.2141  H6 0.965, H24 0.969
133 H -3.6985 2.6980 -1.3173  C29 1.145

Values from the calculation:
LUMO energy	-1.54	eV
gap between HOMO and LUMO	7.451	eV
DFT total energy	-101817.616	eV

Here are the Mulliken charges for atoms 1 to 2, given in e: number 1, H, carries 0.4629; number 2, C, carries -0.3712